Arrangement i

Below is 2 unconnected molecules or ions with the total composition C5H7NO4, with properties calculated with ωB97M-V with the def2-TZVPD basis set.

Properties
- total charge = 0
- frontier orbital gap (Ha) = 0.332
- SMILES = N#C[C@H](O)[C@H](O)C=O.C=O

Positions of all 17 atoms, in Å:
N 1.777 3.288 0.565
C 1.272 2.433 -0.025
C 0.721 1.327 -0.868
O -0.167 1.829 -1.817
C 0.616 -0.137 0.187
O 1.302 -1.039 -0.607
C -0.840 0.264 -0.010
O -1.589 -0.662 -0.441
H 1.573 1.023 -1.501
H -1.019 2.058 -1.404
H 0.994 0.102 1.192
H 2.025 -1.451 -0.126
H -1.230 0.925 0.788
C -1.409 -2.415 0.928
O -0.232 -2.159 1.332
H -2.249 -2.138 1.592
H -1.544 -3.248 0.215

Arrangement ii

Below is 2 unconnected molecules or ions with the total composition C5H7NO4, with properties calculated with ωB97M-V with the def2-TZVPD basis set.

Properties
- total charge = 0
- frontier orbital gap (Ha) = 0.348
- SMILES = O=C=C[C@H](C=O)NC=O.O

Positions of all 17 atoms, in Å:
O 0.311 2.309 1.094
C 0.376 1.261 1.600
C 0.041 0.232 2.390
C -0.791 -0.953 1.928
C 0.321 -1.959 1.723
O 0.881 -2.172 0.651
N -1.611 -0.741 0.767
C -2.955 -0.766 0.822
O -3.616 -0.979 1.830
H 0.351 0.318 3.432
H -1.421 -1.284 2.763
H 0.655 -2.481 2.640
H -1.158 -0.553 -0.128
H -3.425 -0.620 -0.169
O 2.380 0.478 -0.149
H 2.096 0.896 -0.976
H 2.084 -0.507 -0.205

How far above the most stable structure does each one sit? In hartree: arrangement i 0.1494; arrangement ii 0.0000.

Arrangement i

Below is a molecular structure, C5H4NO3S2, with properties calculated with ωB97M-V with the def2-TZVPD basis set.

Properties
- total charge = -1
- frontier orbital gap (Ha) = 0.233

Positions of all 15 atoms, in Å:
C 2.007 0.417 -0.237
C 3.263 0.668 -0.595
C -1.183 -1.172 -0.272
C -1.835 1.479 0.333
C -0.278 -0.084 -0.095
N -1.510 -1.707 0.986
O -1.506 2.285 -0.433
O -1.609 -1.525 -1.369
O -2.486 1.009 1.164
S 1.017 -0.228 1.110
S 0.840 0.518 -1.460
H 3.288 0.985 -1.712
H 4.099 0.727 0.073
H -1.766 -0.984 1.571
H -2.342 -2.387 0.937

Arrangement ii

Below is 2 unconnected molecules or ions with the total composition C5H4NO3S2, with properties calculated with ωB97M-V with the def2-TZVPD basis set.

Properties
- total charge = -1
- frontier orbital gap (spin up / spin down) (Ha) = 0.152 / 0.223

Positions of all 15 atoms, in Å:
C 1.214 -0.038 -1.283
C 1.622 1.153 -0.838
C -0.297 -1.643 0.005
C -0.648 0.456 0.169
C -0.967 -0.794 1.071
N 0.089 -0.553 -0.727
O -4.433 0.119 1.174
O -0.186 -2.813 -0.319
O -5.286 1.153 -0.879
S 0.657 1.714 0.494
S -4.188 1.030 0.094
H 1.698 -0.607 -2.141
H 2.586 1.673 -0.942
H -2.026 -0.910 1.375
H -0.473 -0.795 1.933

How far above the most stable structure does each one sit? In hartree: arrangement i 0.0000; arrangement ii 0.0992.